(1)
C2H7N3 | ωB97M-V/def2-TZVPD

```
12
Properties=species:S:1:pos:R:3:forces:R:3:nbo_charge:R:1
C -2.76107 -1.50043 -0.88510 1.1277 2.1631 0.3253 -0.06
N -3.54931 -0.53676 -0.61512 -0.6444 -0.9421 -0.4854 -0.59
H -2.81968 -2.07226 -1.81406 -0.4193 -0.1120 0.3738 0.17
H -1.81090 -1.48259 -0.32646 -0.1733 -1.0537 -0.1363 0.15
H -3.25942 -0.04396 0.22793 0.1234 -0.0600 -0.0668 0.33
N 1.22337 0.90730 1.06256 1.8073 0.8699 0.1942 -0.82
C 2.04678 0.47979 0.00341 -0.7518 -0.1970 -0.0848 0.30
N 3.29196 0.25522 0.03704 0.3253 1.1286 -1.0048 -0.72
H 1.85720 1.39701 1.71312 -0.8020 -0.4135 0.0655 0.37
H 0.41065 1.47944 0.88398 -0.0250 -0.1255 -0.4727 0.38
H 1.51977 0.26411 -0.93943 -0.1384 -0.4601 0.5432 0.15
H 3.85065 0.85313 0.65214 -0.4293 -0.7977 0.7489 0.34
```
Forces are in eV/Å.

The charge is 0. The value obtained for the total energy is -244.60508 a.u. Its relative energy (zero: lowest compared OMol25 entry of this formula, charge and spin) is 184.6 kJ/mol. The SMILES is [H]/N=C\N.C=N. The multiplicity is 1. The frontier orbital gap comes out at 10.306 eV. For the largest force on an atom, the calculation gives 2.46 eV Å⁻¹.

(2)
C33H40HgN4P2S | ωB97M-V/def2-TZVPD

```
81
Properties=species:S:1:pos:R:3:forces:R:3:lowdin_charge:R:1
Hg -2.23534 -0.02260 -0.82814 -2.3629 0.1005 0.9520 0.75
C 5.87170 -2.01478 -0.86408 -0.0036 -0.5720 0.6564 -0.11
C 5.18802 -1.87185 0.27722 0.9676 -0.3331 0.0555 -0.12
C 5.45557 -0.83269 1.33444 -0.2282 0.3620 0.0801 -0.19
C 6.05560 0.50170 0.84339 -0.1535 0.0059 0.3736 -0.20
C 5.27551 1.12732 -0.29182 0.5551 0.2920 -0.2187 -0.11
C 5.47735 0.91565 -1.59556 0.6749 0.5182 0.2675 -0.10
C 6.55478 0.04320 -2.20050 -0.1876 -0.4001 -0.0678 -0.18
C 7.00943 -1.17211 -1.36509 0.1846 0.1544 -0.4411 -0.20
C -3.84973 0.90858 -1.93692 -0.1489 -0.4902 -0.9691 -0.30
H 5.71492 -2.91486 -1.46257 -0.3774 0.2395 0.0692 0.10
H 4.50106 -2.65817 0.59959 0.0176 0.1957 -0.3421 0.09
H 6.12323 -1.22982 2.12168 -0.3079 -0.0663 -0.2746 0.12
H 4.49734 -0.60794 1.83065 0.1981 -0.0476 -0.0041 0.10
H 6.01046 1.19642 1.69140 0.0476 -0.0911 -0.1008 0.11
H 7.12288 0.37578 0.63254 -0.3995 0.1793 -0.0794 0.10
H 4.60127 1.92069 0.03654 -0.2093 -0.3030 -0.3135 0.09
H 4.96163 1.53246 -2.33189 -0.2226 -0.1559 0.2545 0.10
H 7.45668 0.62384 -2.45133 -0.3326 0.1180 0.0697 0.12
H 6.17608 -0.33541 -3.15841 0.0351 0.0694 0.0786 0.11
H 7.60574 -1.80154 -2.03283 -0.0022 0.0493 0.0463 0.11
H 7.70391 -0.85281 -0.58586 -0.2477 -0.2041 -0.0342 0.10
H -4.45731 0.14659 -2.43974 0.2077 0.2383 0.0210 -0.03
H -3.41015 1.57728 -2.68535 -0.0535 -0.2121 -0.0252 -0.05
H -4.53972 1.50619 -1.33217 0.5110 -0.3581 0.5006 -0.03
P -0.74867 1.90586 -0.14132 -0.9456 -0.7350 -0.5063 0.89
P -0.83226 -1.32929 0.84163 -0.5053 -0.8632 -0.5883 0.91
N -0.18095 2.58013 -1.58205 0.8788 0.6865 -0.3999 -0.26
N -1.44369 3.16389 0.74099 -0.1894 0.7126 0.6070 -0.24
N 0.24642 -2.19701 -0.14758 0.7913 -0.2347 -0.5014 -0.27
N -1.29749 -2.51794 1.98449 -0.0887 0.3438 0.3834 -0.24
C 0.60031 1.17319 0.83176 0.7510 0.4905 0.2685 -0.34
C 0.22302 -0.08420 1.67229 -0.0203 0.2379 0.3445 -0.33
C -0.46869 2.05665 -2.85587 0.7821 0.7339 -0.1505 -0.14
C 0.25396 2.77244 -3.79231 -0.4144 -0.3678 1.0852 -0.08
C 1.00880 3.77020 -3.08605 -0.4152 -0.3834 0.7400 -0.08
C 0.72653 3.63713 -1.73925 -0.0305 -0.3719 -1.0662 -0.11
C -2.60424 3.85638 0.34109 0.2708 0.0806 0.6566 -0.11
C -2.97169 4.71078 1.35673 0.5797 -0.5142 -0.3630 -0.07
C -2.03540 4.54164 2.43217 0.4578 -0.7538 -0.6737 -0.07
C -1.12173 3.58087 2.03823 -0.6374 0.6928 -0.0307 -0.13
C -0.06808 -2.69267 -1.42571 1.2421 -0.0280 0.0506 -0.13
C 1.09609 -3.18559 -2.00042 -0.6153 0.4362 0.8930 -0.07
C 2.15721 -3.00614 -1.04920 -0.9049 0.4022 0.7708 -0.07
C 1.60589 -2.41818 0.08120 0.1039 -0.3543 -1.2585 -0.14
C -0.48927 -3.48887 2.60340 -0.6909 -0.1008 0.6008 -0.12
C -1.25024 -4.12397 3.57019 0.3139 0.7401 -0.8500 -0.08
C -2.55612 -3.53205 3.55600 0.2122 0.5166 -0.4804 -0.08
C -2.56109 -2.54185 2.59668 0.2094 -0.5365 0.4095 -0.13
H 0.98965 1.96435 1.49177 0.2652 -0.4883 -0.0670 0.07
H 1.39676 0.93203 0.10274 -0.3331 0.0646 0.2208 0.10
H 1.13861 -0.59110 2.01253 -0.2728 0.3370 0.0489 0.07
H -0.34510 0.22258 2.56839 0.1381 -0.1692 -0.2736 0.10
H -1.15725 1.23324 -2.94820 0.0515 0.0840 -0.1339 0.05
H 0.24130 2.60220 -4.85817 -0.0279 0.0257 0.0992 0.10
H 1.67384 4.48879 -3.54336 -0.0711 -0.0107 0.1754 0.10
H 1.08044 4.17732 -0.87835 -0.0024 0.0822 0.0062 0.11
H -3.05356 3.64245 -0.61888 0.0416 0.0554 0.1355 0.11
H -3.81331 5.39187 1.34891 0.1271 -0.2081 -0.0688 0.10
H -2.04211 5.06919 3.37495 0.0302 -0.1429 -0.0778 0.10
H -0.27989 3.14749 2.55346 -0.0930 0.1474 0.0629 0.09
H -1.08037 -2.63079 -1.79455 0.0542 -0.0322 -0.0004 0.08
H 1.19625 -3.62988 -2.98159 -0.1398 0.0894 0.1476 0.10
H 3.19904 -3.26292 -1.17240 -0.1675 0.0065 -0.0209 0.08
H 2.05728 -2.12203 1.01222 0.1067 -0.0307 -0.0667 0.09
H 0.53239 -3.63228 2.29373 -0.0556 -0.0797 -0.0183 0.09
H -0.91436 -4.91329 4.22683 0.0289 0.0293 -0.1582 0.09
H -3.39331 -3.80547 4.19251 0.2334 0.1448 -0.2396 0.10
H -3.30901 -1.81000 2.30482 0.0006 -0.0762 0.0189 0.01
S -4.42411 0.39723 1.59018 2.5108 1.0465 1.1049 0.46
C -5.79221 -0.28247 0.91172 -1.7246 -0.7657 -0.8460 -0.82
C -7.01025 0.45746 0.86471 0.4261 -0.7939 -0.4218 -0.14
C -8.08135 -0.02880 0.12624 0.1199 -0.4850 -0.0657 -0.12
C -7.97898 -1.26642 -0.53715 -0.0264 0.0305 -0.1147 -0.13
C -6.80657 -2.03289 -0.43132 -0.4727 0.0877 0.0337 -0.12
C -5.74578 -1.57536 0.33443 -0.3344 0.6207 -0.1403 -0.16
H -7.05688 1.40528 1.39149 0.0211 -0.0549 -0.1597 0.08
H -9.00003 0.55778 0.05133 0.2229 -0.2195 0.0319 0.09
H -8.81864 -1.63775 -1.13396 0.3255 0.1669 0.2109 0.09
H -6.71824 -2.99054 -0.95635 -0.1637 0.3023 0.2507 0.10
H -4.84375 -2.16983 0.46905 -0.1161 0.1171 -0.1694 0.07
```
Forces are in eV/Å.

The charge is 0. The value obtained for the total energy is -2734.67489 a.u. Its relative energy (zero: lowest compared OMol25 entry of this formula, charge and spin) is 0.0 kJ/mol. The multiplicity is 1. The frontier orbital gap comes out at 5.528 eV. For the largest force on an atom, the calculation gives 2.94 eV Å⁻¹.

(3)
C17H23N2O | ωB97M-V/def2-TZVPD

```
43
Properties=species:S:1:pos:R:3:forces:R:3:nbo_charge:R:1
O 0.28125 -0.40723 -1.75095 1.4001 -6.7083 5.2588 -0.69
H -0.27714 -0.69735 -0.95596 1.0832 0.4141 -1.3375 0.52
C -0.26592 0.48568 -2.41648 1.9411 8.7846 -5.8315 -0.04
C 0.38846 1.89189 -2.12016 -1.1879 2.9101 1.8561 -0.27
N 1.87388 1.62398 -2.24925 -3.8370 5.2550 14.5219 -0.59
H 2.20689 1.51749 -3.04540 3.7893 -1.9264 -9.3260 0.38
C 2.67416 3.00804 -1.57750 2.0992 -12.0397 -0.6693 -0.15
H 3.24366 3.36913 -2.26193 2.8211 3.3256 -4.2662 0.21
H 2.22014 3.36030 -0.82528 -4.3144 3.4707 4.5328 0.21
C 3.78463 2.03295 -0.71770 2.6307 3.3624 1.2269 -0.24
N 3.28399 0.92143 0.05903 6.6553 -3.0351 -12.8454 -0.66
H 3.92825 0.03209 -0.08062 -1.8323 2.5286 0.5853 0.42
C 2.51780 0.98780 1.01956 -3.5863 4.5770 15.7914 -0.26
C 1.24924 0.33228 1.36283 2.8946 -6.0492 -2.1293 -0.05
C 0.09773 0.89338 1.23066 -4.1003 8.2035 0.4822 -0.24
C -1.17686 0.44072 1.25308 0.6965 -7.8521 -0.8909 -0.18
C -1.28322 -1.06187 1.10173 10.5844 8.5249 1.3352 -0.09
C 0.02619 -1.67810 1.19069 -1.4674 -6.6981 -0.3656 -0.21
C 1.23603 -1.18974 1.36040 -2.7647 8.3858 -0.1972 -0.17
H 2.16627 -1.49950 1.33666 3.9898 -2.9935 0.1786 0.21
H 0.14828 -2.89845 1.19710 -1.2605 2.8541 -0.1554 0.23
C -2.37802 -1.66012 1.28883 -10.4903 -11.4705 -4.3809 -0.03
C -3.48712 -1.41810 2.10569 -1.6054 -7.8543 -7.2885 -0.20
C -4.70744 -1.99575 2.03430 4.7338 -7.0294 -4.2996 -0.11
C -4.63937 -3.48637 1.21730 -13.8439 7.6336 8.9877 -0.12
C -3.81325 -3.71754 0.36946 9.4594 1.4511 -5.3747 -0.34
C -2.64944 -2.94926 0.19334 1.4230 4.3721 5.9523 -0.11
H -1.70329 -3.31904 -0.12440 0.2700 -0.1851 -1.2908 0.20
H -3.86338 -4.37829 -0.34635 -0.8244 -4.2338 -3.3363 0.22
H -5.82435 -3.78268 1.09897 3.3384 -0.2495 0.6288 0.22
H -5.45761 -1.92477 2.67842 -3.1547 0.8460 2.4670 0.20
H -3.32773 -0.69987 2.58552 1.7148 10.9371 8.0816 0.16
H -2.11478 0.82936 1.32999 -1.9161 2.2540 0.0460 0.23
H -0.00332 2.07771 1.20849 1.0870 -1.9931 -0.0129 0.20
H 3.21994 0.76872 1.94009 -1.1868 -0.3830 -0.4646 0.20
H 2.38796 2.13427 1.56912 0.2628 -2.1871 -2.3304 0.21
H 4.68170 1.57405 -1.39686 -2.2074 1.6813 1.6189 0.24
H 4.15410 2.93750 0.15692 -0.2795 -2.6421 -2.6203 0.20
H 2.17005 0.97015 -1.24213 -0.2177 0.4483 -3.2666 0.49
H 0.18480 2.33026 -0.98127 0.8071 -1.4042 -2.7965 0.21
H -0.01115 2.83402 -2.79679 1.2232 -2.6914 1.2453 0.23
H 0.08749 0.67470 -3.48855 -0.4678 -2.2080 0.2701 0.14
H -1.22950 0.73612 -2.51058 -4.3599 -0.3859 0.4098 0.19
```
Forces are in eV/Å.

The charge is +1. The value obtained for the total energy is -845.40625 a.u. Its relative energy (zero: lowest compared OMol25 entry of this formula, charge and spin) is 1888.3 kJ/mol. The SMILES is OCC[NH2+]CCNCc1ccc(-c2ccccc2)cc1. The multiplicity is 1. The frontier orbital gap comes out at 6.883 eV. For the largest force on an atom, the calculation gives 18.19 eV Å⁻¹.

(4)
C4H12NO2 | ωB97M-V/def2-TZVPD

```
19
Properties=species:S:1:pos:R:3:forces:R:3:nbo_charge:R:1
C 1.42787 -1.74150 0.05716 0.8988 -2.5806 -0.4415 -0.62
C -0.00472 -1.34824 0.38622 -0.3347 1.2161 -2.9161 -0.23
N -0.14651 0.11637 0.45186 1.7912 -0.5300 3.3216 -0.68
C -0.31505 1.27901 -0.36830 -0.0307 1.6165 -1.0918 -0.26
C 0.57119 1.51465 -1.65219 -0.7761 1.0571 0.6825 -0.04
O 0.81822 2.83380 -1.91411 0.3258 -1.0250 0.6380 -0.96
H 1.51480 -2.93883 0.09215 0.0466 2.4965 -0.1753 0.18
H 1.72548 -1.36212 -0.95591 -0.7490 -0.5978 0.6268 0.23
H 2.23575 -1.32175 0.64388 -0.0902 0.0181 0.8902 0.19
H -0.54007 -1.77083 1.23850 0.6516 -0.3559 0.1580 0.19
H -0.45037 -1.72482 -0.53622 -0.9824 -0.0368 0.1581 0.18
H 0.69711 0.31290 1.01184 -0.8290 0.3765 -0.0582 0.34
H -1.36776 1.49574 -0.57555 -0.2581 -0.4936 -0.4485 0.15
H -0.07662 2.18557 0.21537 0.2723 -0.5020 0.4140 0.20
H -0.13924 1.16242 -2.39424 0.2569 -1.1867 -1.2086 0.09
H 1.44455 0.80083 -1.45763 -0.2578 0.4996 -0.6244 0.05
H -2.36292 -0.34893 1.37701 0.0692 -0.2060 0.2752 0.48
H -2.35075 0.88053 2.14478 -0.0220 -0.0694 0.3589 0.47
O -2.68097 -0.02480 2.23538 0.0177 0.3034 -0.5592 -0.95
```
Forces are in eV/Å.

The charge is -1. The value obtained for the total energy is -364.75667 a.u. Its relative energy (zero: lowest compared OMol25 entry of this formula, charge and spin) is 259.5 kJ/mol. The multiplicity is 1. The frontier orbital gap comes out at 5.872 eV. For the largest force on an atom, the calculation gives 3.81 eV Å⁻¹.

(5)
C2H5NO | ωB97M-V/def2-TZVPD

```
9
Properties=species:S:1:pos:R:3:forces:R:3:nbo_charge:R:1
C -1.27205 0.27100 0.05968 -0.6515 0.0522 0.2111 -0.38
C 0.42096 0.01895 -0.57874 0.5821 0.0951 0.1588 0.37
O 0.21540 1.22662 -0.14499 -0.0387 -0.3078 -0.1391 -0.56
N 1.49315 -0.59002 -0.02306 -0.1095 -0.0151 -0.1122 -0.84
H -1.58147 0.99498 0.82166 0.1169 -0.1002 -0.0862 0.20
H -1.34695 -0.73159 0.49123 0.1360 0.1369 -0.1194 0.21
H -1.84924 0.36079 -0.85319 0.1813 0.0027 0.1136 0.23
H 2.10236 -0.07793 0.60944 -0.1040 0.0206 -0.0670 0.38
H 1.81784 -1.47281 -0.38203 -0.1126 0.1156 0.0404 0.39
```
Forces are in eV/Å.

The charge is 0. The value obtained for the total energy is -209.05539 a.u. Its relative energy (zero: lowest compared OMol25 entry of this formula, charge and spin) is 438.3 kJ/mol. The multiplicity is 1. The frontier orbital gap comes out at 8.774 eV. For the largest force on an atom, the calculation gives 0.69 eV Å⁻¹.